[1]
The following is a DFT calculation (ωB97M-V with the def2-TZVPD basis set) of a 2-piece molecular cluster, C9H21NO2P overall at a distorted geometry.

XYZ file:
```
34
Properties=species:S:1:pos:R:3:forces:R:3:mulliken_charge:R:1
C -3.209 0.466 -1.226 0.6272 -1.5093 -0.7571 -1.855
C -2.325 -1.565 -0.022 1.7119 -1.6753 1.2005 -1.342
C -2.983 0.443 1.255 -1.7188 -1.6257 -1.2535 -1.715
C 2.992 0.440 0.305 3.0406 -2.7550 -0.8613 -1.554
C 1.598 1.005 -1.633 0.5054 2.2952 0.6249 -1.975
C 1.485 2.329 0.594 1.3266 1.7408 -3.9490 -1.973
C 2.169 -2.758 0.253 0.2162 0.8384 1.3277 -0.697
C -2.387 -0.084 -0.091 0.6108 3.5158 0.9274 1.498
C 1.731 1.000 -0.162 -1.8419 -0.3684 2.3603 2.016
N -1.010 0.545 -0.333 -0.7823 -1.6626 0.5050 -0.298
O 0.469 -0.117 1.859 -0.1933 -0.9076 3.4425 -0.803
O 1.003 -2.312 -0.279 -0.6614 1.6584 -0.1723 -0.680
P 0.259 0.127 0.465 0.3631 -0.9590 -2.5619 0.588
H -2.925 1.476 -1.480 0.1867 0.1273 -0.1625 0.411
H -2.993 -0.278 -2.022 -0.5146 0.9862 -0.3054 0.336
H -4.231 0.450 -0.941 -1.2289 -0.1585 -0.0714 0.420
H -3.247 -2.114 0.308 0.6614 0.7610 -0.1739 0.346
H -1.426 -1.798 0.680 -1.7452 -0.1459 -0.9508 0.391
H -2.002 -1.973 -0.976 0.0150 -0.0909 -0.1804 0.356
H -2.362 0.009 1.949 1.6562 -0.4494 2.1904 0.499
H -3.127 1.494 1.440 0.1962 0.4638 -0.4041 0.327
H -3.951 -0.113 1.448 0.5882 0.8064 -0.4169 0.423
H 3.143 -0.091 1.291 -0.7572 1.2340 -0.7261 0.248
H 3.313 -0.394 -0.426 -0.3224 1.3479 0.9750 0.182
H 3.683 1.281 0.149 0.5430 -0.3843 0.4351 0.444
H 1.776 0.064 -2.016 1.0723 -1.9546 -0.9302 0.467
H 2.157 1.837 -2.035 0.4166 0.0347 -0.6824 0.409
H 0.581 1.125 -1.784 -2.0346 0.8635 -0.9977 0.576
H 0.501 2.565 0.377 -2.2376 0.8908 -0.1470 0.554
H 1.614 2.422 1.615 0.6342 -0.6129 2.0408 0.388
H 2.037 3.194 0.078 -0.1889 -1.1479 0.6510 0.385
H 2.297 -3.826 0.103 0.0903 -0.7037 0.0297 0.323
H 2.266 -2.560 1.377 -0.1850 -0.3493 -0.6581 0.170
H 3.106 -2.290 -0.122 -0.0496 -0.1042 -0.3480 0.136
```
Positions in Å, forces in eV/Å.

Highest occupied orbital energy = -3.661 eV
Charge = -1
HOMO-LUMO gap = 7.104 eV
LUMO energy = 3.4 eV

***

[2]
The following is a DFT calculation (ωB97M-V with the def2-TZVPD basis set) of the molecule C6H6S at a distorted geometry.

XYZ file:
```
13
Properties=species:S:1:pos:R:3:forces:R:3:mulliken_charge:R:1
S -0.065 -3.043 0.413 -1.4302 -1.5601 0.8773 -0.228
C -1.076 -1.593 0.438 1.7411 0.1456 1.2827 -0.257
C -0.580 -0.380 0.064 -0.5389 -2.0378 1.8854 0.884
C -1.103 0.912 0.501 0.3951 -0.1478 -1.1308 -0.982
C -0.518 1.741 -0.380 -1.4561 1.4359 -0.9506 -0.221
C 0.282 1.093 -1.388 2.2974 -2.2297 0.7672 -0.641
C 0.509 -0.200 -0.899 0.0331 -1.0980 -1.4671 -0.352
H -0.888 -3.860 1.316 1.3209 1.4592 -1.6707 0.157
H -1.862 -1.794 1.154 -0.4582 0.8288 -0.3137 0.337
H -1.754 1.158 1.333 -0.0032 -0.2540 -0.3281 0.364
H -0.777 2.756 -0.568 -0.0068 0.8812 0.5396 0.375
H 0.759 1.611 -2.235 -0.1911 -0.4038 0.6399 0.364
H 1.188 -1.180 -1.130 -1.7030 2.9806 -0.1310 0.200
```
Positions in Å, forces in eV/Å.

Highest occupied orbital energy = -8.324 eV
Charge = 0
HOMO-LUMO gap = 8.060 eV
Structure (SMILES) = SC=C1C=CC=C1
LUMO energy = -0.3 eV

***

[3]
The following is a DFT calculation (ωB97M-V with the def2-TZVPD basis set) of C48H66IrN3OP2 as an isolated structure.

XYZ file:
```
121
Properties=species:S:1:pos:R:3:forces:R:3:mulliken_spin:R:1
Ir 0.177 0.608 0.944 0.1841 -0.1265 0.1410 2.068
N 4.509 8.113 -4.894 0.0804 0.1400 -0.1202 -0.001
C 4.029 7.302 -4.241 -0.0980 -0.1409 0.1162 0.000
C 3.431 6.284 -3.418 0.0356 0.0211 0.0093 -0.001
C 3.544 6.362 -2.032 -0.0071 0.0065 -0.0079 0.000
C 2.978 5.377 -1.241 -0.0291 -0.0097 -0.0401 -0.024
C 2.304 4.314 -1.832 0.0297 0.0273 0.0065 -0.073
C 2.189 4.239 -3.215 0.0063 0.0006 0.0323 -0.030
C 2.750 5.225 -4.011 -0.0168 -0.0036 -0.0039 0.003
C 1.707 3.246 -0.972 -0.0357 -0.0335 -0.0737 0.119
C 0.430 3.485 -0.468 -0.0761 0.0517 -0.0208 0.214
C -0.346 4.687 -0.724 -0.0370 -0.0344 0.0470 -0.028
C -1.525 4.541 -0.081 0.0932 -0.0372 0.0004 0.128
C -1.464 3.253 0.566 0.0337 0.0229 -0.0689 0.195
N -0.321 2.633 0.343 -0.1327 -0.1017 -0.1007 0.057
C 2.486 2.113 -0.743 0.0455 -0.0404 0.0560 0.250
C 3.845 1.944 -1.228 -0.0115 -0.1077 0.0296 -0.040
C 4.308 0.789 -0.707 -0.0749 0.0870 0.0332 0.138
C 3.226 0.253 0.088 0.0142 0.0751 -0.1154 0.158
N 2.148 1.009 0.051 0.0252 0.0863 0.0835 0.112
H 4.074 7.190 -1.583 0.0090 0.0182 0.0065 0.000
H 3.062 5.438 -0.164 0.0184 -0.0063 0.0355 0.000
H 1.661 3.413 -3.673 -0.0317 -0.0403 -0.0212 0.001
H 2.662 5.177 -5.087 0.0122 -0.0001 -0.0267 0.000
H -0.011 5.522 -1.315 0.0204 0.0272 -0.0282 -0.012
H -2.352 5.228 -0.037 -0.0501 0.0315 0.0086 0.000
H -2.233 2.800 1.173 -0.0295 0.0015 0.0135 0.038
H 4.363 2.636 -1.870 0.0169 0.0582 -0.0087 -0.010
H 5.281 0.343 -0.821 0.0390 -0.0349 -0.0199 0.000
H 3.255 -0.657 0.665 -0.0012 -0.0561 -0.0063 0.032
C -0.736 1.152 5.851 0.0147 0.0308 0.0408 0.013
C -0.099 1.550 4.518 0.1298 -0.0618 -0.1541 -0.039
C 1.331 2.047 4.741 -0.0207 0.0201 0.0304 0.010
C -0.919 2.678 3.890 -0.0301 -0.0049 0.0243 0.041
P -0.092 0.121 3.307 -0.2263 -0.1803 -0.3027 0.468
C -1.802 -0.515 3.390 0.0109 0.0654 0.0630 -0.052
C -2.733 0.067 2.527 0.0269 0.0111 -0.0488 0.010
C -4.088 -0.201 2.639 0.0171 -0.0382 -0.0162 0.022
C -4.537 -1.078 3.614 -0.0064 -0.0452 -0.0332 0.005
C -3.623 -1.697 4.454 0.0073 -0.0296 -0.0209 0.001
C -2.271 -1.416 4.347 0.0447 0.0199 0.0020 -0.008
C 1.130 -1.221 3.767 -0.1051 0.0204 -0.0532 -0.004
C 2.542 -0.717 3.442 0.0404 -0.0295 0.0290 0.038
C 1.132 -1.680 5.228 0.0391 0.0230 0.0330 0.006
C 0.790 -2.402 2.845 -0.0536 0.0127 -0.0190 -0.012
H -0.771 2.040 6.485 0.0165 0.0103 0.0256 0.003
H -0.159 0.397 6.381 -0.0222 -0.0184 -0.0036 -0.002
H -1.757 0.796 5.730 -0.0092 0.0175 -0.0045 -0.001
H 1.294 2.978 5.308 -0.0066 0.0267 0.0074 0.001
H 1.849 2.250 3.801 0.0183 -0.0004 -0.0278 0.002
H 1.920 1.341 5.322 0.0142 0.0059 0.0172 -0.001
H -0.897 3.539 4.560 -0.0234 0.0053 0.0356 0.000
H -1.963 2.395 3.750 -0.0241 -0.0174 -0.0225 0.004
H -0.496 2.989 2.936 0.0423 0.0395 -0.0002 0.005
H -2.395 0.753 1.754 0.0071 -0.0382 0.0120 0.068
H -4.792 0.273 1.969 -0.0180 0.0188 -0.0304 0.001
H -5.594 -1.282 3.717 -0.0224 -0.0127 -0.0056 0.000
H -3.964 -2.394 5.207 -0.0114 -0.0092 0.0203 -0.001
H -1.593 -1.894 5.035 -0.0133 -0.0049 0.0126 0.000
H 2.919 -0.034 4.198 0.0154 -0.0114 -0.0028 0.000
H 2.581 -0.201 2.486 -0.0198 0.0137 -0.0166 0.017
H 3.221 -1.571 3.409 0.0015 -0.0227 -0.0119 0.000
H 1.509 -0.905 5.894 -0.0065 0.0084 0.0078 0.000
H 1.808 -2.533 5.311 0.0245 -0.0076 0.0050 0.001
H 0.162 -2.003 5.593 0.0149 -0.0323 0.0139 -0.001
H 0.696 -2.100 1.795 0.0530 0.0329 0.0261 0.002
H -0.149 -2.881 3.126 -0.0105 -0.0036 0.0097 -0.002
H 1.586 -3.146 2.911 0.0081 -0.0332 0.0331 0.000
O -0.703 -1.019 -0.168 -0.0250 0.2277 0.0344 0.006
P -0.923 -1.619 -1.572 -0.0578 -0.1123 -0.1671 0.042
C 0.692 -1.748 -2.419 -0.0444 0.0865 0.0606 -0.016
C 0.722 -2.572 -3.736 -0.0017 -0.0144 -0.0115 -0.001
C 1.442 -3.907 -3.557 0.0279 0.0339 -0.0081 0.000
C 2.909 -3.685 -3.169 -0.0162 -0.0119 -0.0129 0.000
C 3.064 -2.506 -2.190 -0.0623 -0.0043 0.0133 0.004
C 1.756 -2.276 -1.439 0.0469 0.0663 -0.0218 -0.033
C -2.180 -0.633 -2.473 0.0376 -0.0196 0.1044 -0.006
C -2.394 -0.979 -3.958 0.0670 -0.0328 -0.0076 0.002
C -1.449 -0.238 -4.905 -0.1054 0.0274 0.0142 0.001
C -1.486 1.266 -4.667 0.0147 -0.0159 0.0000 0.003
C -1.137 1.591 -3.219 -0.0260 0.0130 0.0548 0.010
C -2.091 0.882 -2.261 0.0680 0.0278 -0.0484 -0.029
C -1.583 -3.321 -1.487 0.0380 0.0580 0.0692 0.005
C -3.111 -3.430 -1.374 -0.0196 -0.0126 -0.0414 -0.001
C -3.630 -2.974 -0.015 0.0033 -0.0124 0.0020 0.000
C -2.817 -3.597 1.138 -0.0033 0.0071 0.0122 0.006
C -1.898 -4.708 0.644 -0.0026 0.0125 -0.0182 0.000
C -0.889 -4.140 -0.354 -0.0346 -0.0166 0.0174 -0.002
H 0.946 -0.705 -2.649 0.0491 0.0113 -0.0036 0.011
H 1.263 -1.998 -4.491 -0.0203 0.0261 -0.0102 0.000
H -0.276 -2.732 -4.142 -0.0182 -0.0069 -0.0002 0.000
H 1.384 -4.476 -4.484 -0.0130 -0.0162 0.0131 0.000
H 0.933 -4.506 -2.797 -0.0101 -0.0170 -0.0056 0.000
H 3.499 -3.497 -4.066 0.0093 -0.0141 0.0025 0.000
H 3.306 -4.596 -2.720 0.0086 -0.0073 -0.0064 0.000
H 3.329 -1.592 -2.731 0.0199 0.0278 -0.0072 -0.003
H 3.876 -2.705 -1.488 0.0316 0.0153 0.0093 0.000
H 1.867 -1.570 -0.620 -0.0310 -0.0563 -0.0005 0.068
H 1.445 -3.218 -0.992 -0.0335 -0.0361 0.0163 0.002
H -3.070 -0.957 -1.922 0.0024 -0.0001 -0.0187 -0.002
H -3.418 -0.689 -4.210 -0.0338 -0.0145 0.0348 0.000
H -2.340 -2.058 -4.119 -0.0247 -0.0113 -0.0268 0.000
H -1.736 -0.460 -5.933 0.0249 -0.0318 -0.0024 0.000
H -0.425 -0.590 -4.783 0.0699 -0.0154 0.0072 0.000
H -2.490 1.644 -4.882 -0.0059 0.0277 -0.0159 0.001
H -0.804 1.771 -5.352 -0.0065 0.0112 0.0045 0.000
H -1.202 2.670 -3.056 0.0452 0.0562 0.0509 -0.009
H -0.101 1.298 -3.008 0.0482 -0.0222 -0.0049 0.001
H -3.094 1.291 -2.419 -0.0089 -0.0250 -0.0039 0.000
H -1.834 1.083 -1.224 0.0251 0.0777 0.1323 0.062
H -1.297 -3.728 -2.462 0.0343 -0.0654 0.0323 0.001
H -3.362 -4.482 -1.522 0.0086 0.0216 -0.0302 0.000
H -3.609 -2.902 -2.187 -0.0026 0.0007 -0.0051 0.000
H -4.683 -3.245 0.066 -0.0019 0.0171 -0.0042 0.000
H -3.582 -1.883 0.054 -0.0263 0.0472 0.0318 0.000
H -3.483 -3.979 1.909 -0.0406 0.0123 0.0679 0.000
H -2.198 -2.827 1.605 0.0057 0.0508 0.0505 -0.003
H -2.478 -5.514 0.190 0.0021 -0.0279 0.0257 0.000
H -1.356 -5.152 1.480 0.0140 -0.0167 0.0080 0.000
H -0.294 -4.943 -0.790 0.0273 0.0185 -0.0060 0.000
H -0.210 -3.502 0.215 -0.0028 -0.0075 -0.0124 -0.008
```
Positions in Å, forces in eV/Å.

Highest occupied orbital energy (alpha / beta) = -13.519 / -14.197 eV
Charge = +2
HOMO-LUMO gap (alpha / beta) = 6.942 / 5.787 eV
Spin multiplicity = 5
⟨S²⟩ = 6.09
LUMO energy (alpha / beta) = -6.6 / -8.4 eV

***

Sequential relative energy (zero: lowest compared OMol25 entry of this formula, charge and spin) output: 1.7156, 2.9377, 0.0000 eV
Sequential DFT total energy output: -902.06924, -630.30486, -2894.68756 Ha